No. 1
61
Properties=species:S:1:pos:R:3:forces:R:3 method="wB97M-V/def2-TZVPD" homo_ev=-8.84 lumo_ev=-0.107 orbital_gap_ev=8.733 de_lowest_kj_mol=2078.64 multiplicity=1 smiles="CCCCCn1c(=O)[nH]c2cc(C(=O)NCCN3CCC(C)CC3)ccc2c1=O" charge=0
C 5.9191 1.2518 -2.7839 2.51 4.41 1.60
C -1.9309 -0.1091 0.2729 4.55 -4.35 -1.72
H -5.0495 0.5516 4.4506 -1.92 -0.59 0.39
C -1.9245 -0.0311 1.5702 0.70 2.43 8.95
H -6.6467 1.0397 1.1035 -1.75 -1.66 -3.48
C 2.8994 -2.3831 -1.9449 -4.25 -2.60 -6.53
H 4.2975 -1.6609 -3.3036 1.08 -0.45 -1.70
H 6.0958 -0.5540 -2.1918 5.08 -12.28 -8.49
C 3.3286 -1.2696 -3.1107 0.88 -8.04 1.94
C 0.0205 -1.1945 1.6619 5.40 -4.17 10.71
H 1.4168 -1.0015 -1.6517 0.13 0.78 -0.50
C 4.2614 -0.0318 -1.4386 7.61 2.56 12.30
H 5.1961 0.4025 -4.5962 -0.60 0.11 0.84
N 3.3844 -0.2446 -2.3289 -3.36 9.95 -4.89
H 2.3960 -3.3575 -2.5801 1.26 2.10 0.74
H -0.9323 -1.1436 -1.4114 0.70 0.10 2.21
H -5.2373 -1.9829 4.8617 -1.31 1.90 0.79
H -7.3193 1.6529 2.5600 1.75 0.23 -0.84
H 0.8239 -1.8645 2.4640 -1.54 2.03 -2.52
H 4.3779 -0.6259 -0.4479 -1.55 -0.63 -1.62
H -5.8921 -0.8932 6.4650 -0.63 -1.48 -3.70
H 3.4113 -3.0423 -1.3670 2.83 -0.64 2.12
H -7.0973 -1.7408 4.9305 2.35 0.84 1.58
H -4.7953 2.2233 3.0585 -1.24 0.50 -3.20
H 3.0635 1.9622 -2.7979 1.53 -1.40 -0.82
O 1.7664 -3.2219 0.3284 1.58 -3.74 3.66
N -2.8876 0.3439 -0.5180 -1.48 3.17 5.54
H 4.1014 0.9557 -0.7669 -0.32 -1.39 -1.95
H -7.0377 -0.6907 2.9416 -14.47 -9.50 -2.05
C 1.3321 -2.2080 -0.0743 3.03 -1.60 -5.94
H 5.9056 2.3777 -2.1503 -0.74 -3.09 -1.61
C -3.8350 1.3298 0.1032 -3.56 -4.69 -5.96
C 7.3116 1.4312 -3.4749 -0.18 6.04 6.39
H -0.8385 -0.3159 3.5171 0.27 -0.09 1.67
C 3.6071 1.0867 -3.3396 -7.70 -1.86 -0.29
O -4.8368 1.5113 -0.6944 3.35 1.21 2.90
H 2.8547 0.7404 -4.2309 1.41 1.22 2.00
C 4.8979 1.2387 -3.8963 2.97 -0.32 -1.43
H -6.6795 0.7511 4.7519 -5.82 6.00 3.34
H 7.6015 0.6666 -3.9801 2.01 -5.07 -3.21
C -5.1901 2.0515 1.8632 4.62 -11.81 13.20
C 0.2181 -1.5700 0.3692 -2.56 2.96 3.43
H 5.0083 2.0666 -4.6686 -0.30 -0.31 1.48
C -0.8448 -0.5941 2.5198 -2.32 0.85 -8.22
H 6.6240 0.3311 -0.8810 -1.91 -0.55 -0.59
C -6.3995 1.1576 2.0681 -1.44 -0.51 3.62
H 7.4313 2.3764 -4.0986 -0.56 -1.16 0.77
H -5.2694 2.8217 1.4506 -1.63 11.59 -6.51
H -5.4391 -0.6160 2.5789 1.11 -1.81 -0.39
H 2.6310 -1.2106 -3.9058 -0.54 -0.25 -0.65
C -6.3256 -0.2365 2.9777 13.80 12.74 -0.25
O -3.0190 1.2069 3.4762 1.45 -0.22 2.55
H 8.0403 1.6258 -2.4972 -1.24 -0.69 -2.75
C -6.0397 -1.2007 5.2182 -1.54 -1.58 2.10
N -3.8875 1.3760 1.4327 -0.99 1.13 -0.57
H -2.7689 0.2837 -1.4365 0.00 0.14 -4.70
C -6.1299 0.0770 4.4357 9.74 -4.75 -3.48
N 1.7915 -1.8553 -1.3158 -2.14 2.21 2.02
C -2.8360 0.9058 2.3574 -2.29 -0.80 -4.69
C -0.7549 -1.0197 -0.2389 -7.33 3.48 -8.26
C 5.8296 0.0731 -1.6657 -4.47 13.41 4.66



No. 2
63
Properties=species:S:1:pos:R:3:forces:R:3 method="wB97M-V/def2-TZVPD" homo_ev=-8.94 lumo_ev=0.050 orbital_gap_ev=8.994 de_lowest_kj_mol=60.82 multiplicity=1 smiles="CCCCN(CC)C(=O)Cn1cnc2ccc(S(=O)(=O)N3CCC(C)CC3)cc2c1=O" charge=0
H -0.1491 -3.3748 2.8319 0.03 0.10 -0.01
H -3.9375 -3.0092 3.5393 0.04 0.10 0.15
H -1.3510 -4.0383 0.7937 0.01 -0.07 -0.12
C -0.7000 -1.0630 -1.3428 0.39 0.45 0.42
H 1.4603 4.2112 -1.6404 -0.05 0.02 0.06
H 3.8659 3.7744 -1.6606 0.02 -0.07 0.08
H 2.4398 4.2642 -5.2272 0.05 0.04 -0.12
S 3.6266 0.3645 -0.9675 0.16 0.13 -0.04
C -2.8651 -1.0513 -0.6641 -0.10 -0.36 -0.40
H 0.0021 -2.2936 -2.9411 -0.02 -0.08 -0.08
H 3.5400 4.3775 -3.8562 0.17 0.09 -0.01
C 3.1877 2.9550 -1.3997 -0.41 0.44 0.42
H -1.9164 -3.9430 4.5021 0.03 -0.03 0.10
H 1.2567 0.9859 0.5524 -0.02 0.09 0.10
C -0.3476 -0.1261 -0.3509 0.21 -0.27 -0.37
H 2.4580 1.7706 -5.0281 -0.02 -0.06 -0.05
C 2.3778 1.8058 -3.9405 0.05 0.17 0.09
C -1.8385 -2.9439 4.0698 0.02 0.24 -0.20
N -3.2815 -1.0703 3.3308 0.07 -0.21 0.15
H -2.9016 -3.6454 1.5260 -0.10 -0.04 -0.04
C 2.4939 4.3360 -4.1432 -0.19 -0.20 0.09
H -4.4796 1.3296 3.9238 -0.07 0.07 -0.08
C -1.1777 -3.0338 2.6926 -0.09 -0.19 0.13
C -3.8990 -1.0412 2.1405 -0.10 0.47 -0.12
H 0.7337 3.1762 -3.8315 0.09 -0.02 0.04
H 1.7088 1.0016 -3.6248 0.01 -0.01 -0.08
H -3.3230 1.7743 5.1818 -0.01 0.13 0.08
H 4.4793 2.2940 -3.7439 0.03 -0.09 0.05
H 3.1592 2.8692 -0.3132 0.02 0.27 -0.04
H 1.0933 2.4856 -1.5729 -0.02 0.08 0.02
H -2.0332 -0.3003 4.7761 0.03 -0.01 -0.10
H 2.0200 5.2667 -3.8394 0.01 0.14 0.01
O -4.5164 -1.9873 1.6792 -0.23 -0.14 -0.32
H 4.1249 0.5722 -3.5367 0.07 0.14 -0.22
H -4.3519 0.3537 5.3846 -0.09 -0.02 0.07
N 3.7598 1.7269 -1.8943 0.10 -0.88 0.65
H 2.3786 -1.5191 -2.6992 0.03 -0.11 -0.12
C 0.9802 0.2919 -0.2264 -0.09 0.00 0.14
C 1.7929 3.2251 -1.9685 0.11 0.00 -0.15
C -3.2466 -2.3344 4.0461 0.05 -0.43 0.06
C 1.5902 -1.1378 -2.0689 -0.11 -0.20 -0.12
O 4.4601 -0.6344 -1.5693 -0.26 -0.04 -0.24
H -1.1264 -2.0354 2.2502 0.09 0.05 0.01
H -1.9412 -4.9823 2.1630 -0.01 -0.16 0.01
C -3.7852 0.9387 4.6636 0.25 -0.17 -0.01
O 3.8636 0.7523 0.3904 -0.32 0.16 0.01
H -3.8780 -1.4224 -0.7432 -0.12 0.09 0.12
H -3.4330 1.1070 1.7691 -0.03 -0.09 -0.11
C 3.7616 1.5788 -3.3285 -0.09 -0.32 -0.65
H -1.1936 -2.3516 4.7235 0.00 -0.05 0.10
C -3.7119 0.1964 1.2442 -0.32 -0.14 0.34
H -2.1038 0.6756 3.3185 -0.04 -0.14 0.11
H -3.5972 -2.1789 5.0706 -0.05 0.00 -0.05
C 0.2902 -1.5674 -2.1982 0.10 0.13 0.07
N -2.6407 -0.1429 0.3223 0.36 0.32 0.06
H -4.6353 0.3486 0.6814 0.11 -0.04 0.12
C -1.8906 -3.9827 1.7367 0.10 0.17 0.03
C 1.7793 3.1485 -3.5008 -0.11 -0.01 -0.02
O -1.1813 1.1914 1.4439 0.16 0.08 -0.01
C -1.3703 0.3829 0.5543 -0.02 0.10 0.04
C -2.7062 0.0790 4.0064 -0.09 0.53 0.10
N -1.9887 -1.5023 -1.4782 -0.38 -0.40 -0.36
C 1.9237 -0.2067 -1.0889 0.63 0.25 0.23



No. 3
60
Properties=species:S:1:pos:R:3:forces:R:3 method="wB97M-V/def2-TZVPD" homo_ev=-7.69 lumo_ev=0.738 orbital_gap_ev=8.429 de_lowest_kj_mol=0.00 multiplicity=1 smiles="CC(C)NC(=O)C1CCN(C2CCN(Cc3nc4ccccc4s3)CC2)CC1" charge=0
H -3.5969 2.6537 -0.8079 0.03 0.04 -0.06
H 8.3932 0.0696 -0.3627 0.13 -0.01 -0.01
H -0.2171 -0.7396 2.5873 -0.04 0.03 0.02
H -9.8684 0.5394 -0.3793 -0.16 -0.01 0.01
C -0.3223 -0.6625 -0.8419 0.21 0.27 0.08
C -7.8152 0.0936 0.1118 -0.20 -0.03 0.09
H 6.5657 3.8727 0.3580 0.01 0.09 0.01
C -8.0954 -1.2573 0.7673 0.08 0.32 0.02
H -0.7001 0.0121 -1.6116 -0.06 -0.01 -0.04
H 1.4180 -1.2063 -1.9945 0.03 0.06 0.01
H -1.7554 2.1960 0.8057 -0.01 0.00 0.05
H -0.7785 -1.6447 -0.9719 -0.09 -0.05 -0.05
N -6.5262 0.0665 -0.5501 -0.32 -0.23 -0.07
H -3.3376 1.6475 1.3785 0.10 0.11 -0.07
H -9.0356 -1.2226 1.3103 -0.14 -0.06 0.06
H -6.4178 -0.5925 -1.3046 0.14 0.07 0.02
C 3.0569 -2.1521 -0.2493 -0.23 -0.27 -0.04
C 6.4625 2.8085 0.2084 -0.06 0.10 0.02
H -7.7338 0.8693 0.8800 -0.02 -0.14 -0.14
H -8.6875 1.4240 -1.3484 -0.01 0.08 -0.06
H -2.3760 1.5840 -1.5160 0.00 0.01 -0.04
C -2.5485 1.4637 0.6430 -0.07 0.21 -0.05
H -2.5797 -1.8573 0.7775 -0.07 -0.04 0.06
C -3.1546 1.6582 -0.7534 -0.14 0.01 0.21
H 1.9571 -0.2587 1.4970 -0.04 -0.11 0.04
C -3.6574 -0.7935 -0.7685 0.05 0.00 0.15
C 1.4698 -1.2330 1.3362 -0.22 -0.10 0.27
S 5.8164 -1.5782 -0.3907 -0.31 0.33 0.08
H 3.3084 -2.9340 0.4775 0.01 0.02 -0.10
C -0.6405 -0.1236 0.5623 0.07 -0.39 0.09
H -8.9874 -0.2900 -1.6654 -0.04 -0.09 -0.11
C -8.9100 0.4659 -0.8855 0.20 0.08 0.24
N 1.7030 -1.7279 -0.0098 0.18 0.04 -0.01
C 4.1156 -1.0948 -0.1766 0.80 -0.33 -0.11
C -3.0201 -0.8704 0.6293 -0.06 -0.15 -0.13
H 1.8960 -1.9516 2.0418 0.04 0.05 0.01
H -4.5361 0.6733 -2.0848 -0.01 -0.02 0.12
H -2.9087 -1.0098 -1.5315 -0.01 -0.04 -0.02
H -8.1601 -2.0400 0.0130 -0.02 -0.12 -0.08
H -0.1171 0.8335 0.6763 -0.01 -0.03 -0.01
C 7.5127 0.6709 -0.1988 0.10 0.03 0.00
O -5.5750 1.6897 0.6817 0.03 0.36 0.34
C 6.2568 0.0902 -0.1790 -0.36 0.02 0.03
C -4.2312 0.6058 -1.0314 0.19 0.16 -0.05
C 5.0953 0.8643 0.0347 1.03 -0.12 -0.11
H 3.1052 -2.6106 -1.2450 0.04 -0.02 0.10
H 1.6625 0.1877 -0.9163 -0.07 -0.10 -0.07
N -2.0251 0.1399 0.8910 0.00 0.13 0.06
C -0.0302 -1.1006 1.5760 0.26 0.29 -0.09
C -5.4876 0.8575 -0.1961 0.16 -0.23 -0.55
N 3.9318 0.1483 0.0250 -0.96 0.13 0.11
C 5.2079 2.2363 0.2296 -0.02 -0.07 -0.01
H -4.4379 -1.5547 -0.8410 0.02 -0.05 -0.05
C 1.1890 -0.8026 -1.0037 -0.26 0.02 -0.24
H 4.3183 2.8236 0.3925 -0.10 0.07 0.02
H -7.3006 -1.5096 1.4649 0.06 -0.05 0.07
H 8.5718 2.5096 -0.0147 0.08 0.04 0.00
H -3.8159 -0.7391 1.3737 -0.02 -0.14 0.01
H -0.4914 -2.0827 1.4694 -0.06 -0.09 0.02
C 7.6019 2.0357 -0.0032 0.14 -0.06 -0.02



No. 4
70
Properties=species:S:1:pos:R:3:forces:R:3 method="wB97M-V/def2-TZVPD" s_squared=0.770 homo_ev="-14.03 / -14.03" lumo_ev="-7.548 / -7.162" orbital_gap_ev="6.485 / 6.871" de_lowest_kj_mol=104.31 multiplicity=2 charge=+2
H 4.2159 -2.0691 -1.0227 0.00 0.00 -0.01
H 3.7990 1.4407 2.8452 0.00 -0.01 0.00
N -1.7519 -1.2236 -0.8155 0.01 -0.18 0.25
H -5.0208 -5.3843 2.8289 0.00 0.00 0.01
H -0.1877 3.4415 2.6949 0.00 0.00 0.00
C -2.1361 -4.0654 0.3343 -0.06 -0.01 0.05
C -1.8995 1.1171 2.9803 0.00 -0.03 0.01
N -2.0613 -2.8933 1.0363 -0.06 0.01 -0.20
H -1.2936 4.1010 -3.3165 0.01 0.00 -0.01
H 0.2517 -4.0583 1.2368 0.04 0.00 0.03
H -4.6407 -3.9633 3.8101 0.00 0.01 0.00
H -2.5908 -1.0174 3.1371 -0.01 -0.03 0.00
N 1.1853 -1.2237 0.0562 0.08 0.00 0.07
H 1.4813 2.9342 -0.4251 0.03 0.00 0.02
H -1.7072 3.6842 1.8586 0.00 0.01 -0.02
C 2.3875 -1.8980 0.0249 -0.09 0.07 -0.02
C 2.7391 3.6971 1.6971 0.01 0.01 0.00
H -0.0548 4.7351 -4.2665 0.03 -0.01 0.01
C 3.6337 -1.2982 -0.5212 -0.02 -0.02 -0.01
H -0.9970 1.1513 -4.1601 -0.08 0.04 0.05
H 3.4142 -0.5079 -1.2400 0.02 -0.01 0.03
H 4.3137 1.3028 -0.2388 0.00 0.06 0.01
C -3.1615 -4.7992 0.8523 0.07 0.02 0.07
H -2.1396 0.0310 -4.8628 0.01 -0.02 -0.01
C 2.8720 2.2969 1.0859 -0.01 -0.08 0.01
H 2.6516 4.4647 0.9259 0.00 0.00 -0.01
N -0.7750 0.6904 1.0942 0.12 -0.07 0.03
H -1.4552 -4.2802 -0.4747 -0.06 -0.01 -0.05
C 1.8630 1.6790 -3.5825 0.01 -0.03 -0.13
C 2.9417 1.2516 2.1990 -0.01 0.03 -0.01
H 5.0068 2.5022 0.8560 0.01 0.00 0.00
H 3.6311 3.9156 2.2851 0.00 0.01 0.00
N 0.1534 2.2087 -2.4110 0.13 0.03 0.13
H 1.8818 3.7716 2.3619 0.00 0.00 0.01
H -2.3319 1.6343 3.8185 -0.01 0.00 0.01
N -0.2972 4.2793 -3.3922 -0.03 -0.05 0.02
H 4.1074 3.0326 -0.5620 0.00 0.00 -0.01
N -3.0412 -2.8552 1.9859 0.02 0.06 0.02
C -0.7818 3.1078 1.8454 -0.01 -0.01 0.03
C -2.0411 -0.2229 2.6623 -0.03 0.00 -0.02
N -1.3852 -0.4668 1.5308 0.09 -0.01 -0.06
H -5.7522 -3.8270 2.4495 0.00 -0.01 -0.01
H 2.0421 1.2860 2.8175 0.00 -0.01 0.01
N 0.3997 3.1015 -3.3115 0.05 0.02 -0.13
N -1.0094 -0.5008 -1.7137 -0.01 0.19 0.30
H -0.4911 -0.4904 -4.5459 0.01 0.02 0.00
H 2.7191 1.1483 -3.9618 0.00 -0.01 0.00
C -2.9882 -1.0422 -2.6283 0.09 0.08 0.11
W 0.5945 0.6014 -0.4906 -0.18 0.07 -0.63
H -3.4836 -5.7811 0.5519 0.00 -0.01 -0.01
C -4.8402 -4.3121 2.7987 0.01 0.02 0.00
H 2.9240 -3.9340 0.6423 0.00 -0.01 0.00
C -3.6947 -3.9966 1.8952 -0.01 -0.02 -0.05
H -3.6641 -2.0998 -0.7762 0.00 -0.04 0.02
C -1.7643 -0.4137 -2.8355 -0.08 -0.09 -0.03
C 2.1873 -3.1582 0.5272 0.00 -0.01 0.01
N 0.2382 -2.0955 0.5357 0.00 0.04 -0.01
C -2.9405 -1.5313 -1.3367 0.03 0.00 -0.29
C -1.1185 1.6655 1.9831 0.00 0.04 -0.05
H 4.2530 -0.8824 0.2730 0.00 0.00 0.02
C 0.8264 -3.2396 0.8352 0.06 0.02 -0.01
H 3.0386 0.2420 1.7986 0.02 -0.04 0.00
C 4.1482 2.2750 0.2230 -0.01 0.00 0.01
H -3.7876 -1.1458 -3.3405 -0.01 -0.01 0.00
B -1.2832 -1.6935 0.6073 -0.08 0.03 0.13
C 1.7218 2.0169 0.1423 -0.01 -0.02 -0.02
N 1.0880 1.2793 -2.5767 -0.12 0.06 0.26
N 1.4235 2.8299 -4.0829 -0.03 -0.01 0.11
C -1.3140 0.1136 -4.1601 0.07 -0.07 -0.03
H -0.2517 3.3406 0.9277 0.00 0.00 0.00